C9H24CuNO7P as an isolated structure in a non-equilibrium geometry, computed with ωB97M-V with the def2-TZVPD basis set.

The geometry in XYZ format:
```
43
Properties=species:S:1:pos:R:3
Cu -5.229 -20.176 -1.856
O -4.470 -18.380 -0.931
H -5.000 -17.875 -0.309
O -3.369 -20.703 -2.957
H -3.526 -21.174 -3.780
C -8.255 -21.040 -0.918
O -7.591 -20.063 -1.175
N -9.397 -21.405 -1.528
C -10.268 -22.508 -1.115
C -9.968 -20.721 -2.674
H -8.000 -21.795 -0.151
H -11.322 -22.233 -1.062
H -10.046 -22.828 -0.095
H -10.177 -23.303 -1.856
H -11.045 -20.567 -2.671
H -9.447 -19.762 -2.744
H -9.747 -21.186 -3.642
C -7.317 -24.564 2.901
C -6.715 -23.998 1.625
O -5.763 -22.994 1.988
P -4.712 -22.453 0.838
O -5.292 -22.021 -0.437
O -3.476 -23.449 0.766
C -3.548 -24.564 -0.116
C -2.872 -24.270 -1.414
O -4.004 -21.284 1.651
C -4.709 -20.063 1.904
C -5.440 -20.009 3.239
H -8.033 -25.344 2.641
H -6.584 -25.093 3.522
H -7.634 -23.778 3.585
H -6.212 -24.712 0.966
H -7.507 -23.576 0.996
H -3.268 -25.522 0.336
H -4.593 -24.851 -0.316
H -3.013 -23.235 -1.755
H -1.781 -24.215 -1.306
H -3.096 -24.919 -2.259
H -4.001 -19.250 1.775
H -5.493 -19.934 1.154
H -6.022 -19.078 3.183
H -6.152 -20.828 3.300
H -4.814 -19.749 4.095
```

Results
E_HOMO ... -2.445 eV
Net charge ... -1
Total energy ... -2920.6232 hartree
Frontier orbital gap ... 4.72 eV

Here are the Löwdin charges for atoms 1 to 4, given in e: 0.286, -0.477, -0.146, -0.480

---

C9H24GdN4S3 as an isolated structure in a non-equilibrium geometry, computed with ωB97M-V with the def2-TZVPD basis set.

The geometry in XYZ format:
```
41
Properties=species:S:1:pos:R:3
Gd 0.783 0.078 -0.122
S -0.167 -2.568 -0.541
S -0.263 2.659 -0.584
C 1.458 -3.441 -0.424
C -0.346 -2.469 -2.385
C 0.374 -1.263 -2.968
N -0.110 -0.015 -2.318
C 0.369 1.245 -2.950
C -0.406 2.447 -2.415
H -1.424 -2.432 -2.595
H 0.055 -3.397 -2.805
H 0.201 -1.198 -4.050
H 1.459 -1.323 -2.804
H 0.246 1.172 -4.041
H 1.448 1.332 -2.743
H -1.480 2.357 -2.631
H -0.037 3.369 -2.876
C 1.316 3.606 -0.505
H -1.142 -0.019 -2.335
H 2.077 3.177 -1.170
H 1.682 3.594 0.528
H 1.091 4.638 -0.798
H 1.839 -3.304 0.595
H 2.176 -3.037 -1.146
H 1.288 -4.507 -0.607
C -2.851 -0.019 0.806
C -2.249 -0.023 1.983
H -3.092 -0.959 0.289
H -3.093 0.922 0.290
H -1.929 -0.971 2.438
H -1.942 0.921 2.454
N 1.415 -0.388 2.179
N 2.172 0.856 2.082
C 3.145 0.995 1.097
N 4.043 1.976 1.319
S 3.363 0.102 -0.366
H 2.051 -1.213 2.215
H 0.830 -0.393 3.038
H 2.472 1.181 3.015
H 4.736 2.087 0.593
H 4.197 2.436 2.203
```

Results
E_HOMO (spin up / spin down) ... -19.253 / -19.195 eV
Multiplicity ... 8
⟨S²⟩ ... 16.0439
Net charge ... +3
Total energy ... -2535.5596 hartree
Frontier orbital gap (spin up / spin down) ... 8.76 / 5.85 eV

Here are the Löwdin charges for atoms 1 to 4, given in e: 1.174, 0.818, 0.821, -0.311

---

A 3-piece molecular cluster, C9H24N2O3Si overall in a non-equilibrium geometry, computed with ωB97M-V with the def2-TZVPD basis set.

The geometry in XYZ format:
```
39
Properties=species:S:1:pos:R:3
O 2.151 -1.743 1.292
C 0.823 -1.239 0.809
C -0.414 -1.728 1.777
C -1.639 -2.328 0.827
Si -3.061 -1.010 0.913
H 2.786 -1.376 0.581
H 0.944 -0.052 0.768
H 0.702 -1.615 -0.292
H -0.096 -2.540 2.570
H -0.772 -0.775 2.370
H -1.294 -2.533 -0.282
H -2.076 -3.324 1.279
H -4.097 -1.201 -0.115
H -3.609 -1.072 2.291
H -2.443 0.289 0.655
C -3.811 2.043 -3.896
N -4.623 1.052 -3.221
C -5.101 -0.090 -3.974
C -4.956 1.158 -1.888
O -5.636 0.359 -1.258
H -4.386 2.467 -4.725
H -2.910 1.559 -4.285
H -3.521 2.846 -3.214
H -6.195 -0.102 -3.946
H -4.727 -1.006 -3.507
H -4.760 -0.039 -5.012
H -4.542 2.062 -1.411
C 6.353 1.975 2.329
N 5.587 0.812 1.932
C 5.079 -0.074 2.959
C 5.325 0.520 0.610
O 4.685 -0.443 0.207
H 7.236 1.645 2.884
H 5.732 2.607 2.970
H 6.673 2.553 1.457
H 5.485 -1.077 2.797
H 3.988 -0.119 2.883
H 5.364 0.283 3.953
H 5.756 1.257 -0.088
```

Results
E_HOMO ... -9.249 eV
Net charge ... 0
Total energy ... -981.9518 hartree
Frontier orbital gap ... 9.99 eV
SMILES ... OCCC[SiH3].CN(C)C=O.CN(C)C=O

Here are the Löwdin charges for atoms 1 to 4, given in e: -0.176, -0.239, -0.240, -0.393

---

C9H24O2Si3 as an isolated structure in a non-equilibrium geometry, computed with ωB97M-V with the def2-TZVPD basis set.

The geometry in XYZ format:
```
38
Properties=species:S:1:pos:R:3
O -1.449 -0.615 -1.402
O 0.317 0.097 0.528
C 0.428 -3.241 -0.638
C -0.355 -2.692 0.252
C -2.375 -0.744 1.347
C -1.731 2.233 -1.387
C 0.764 1.047 -2.375
C -1.837 0.494 -3.978
C 0.775 1.537 2.944
C 3.116 0.673 1.120
C 1.562 -1.421 2.645
Si -0.920 -0.949 0.126
Si -1.070 0.737 -2.277
Si 1.435 0.195 1.785
H 0.639 -4.290 -0.601
H 0.716 -2.677 -1.472
H -0.736 -3.208 1.119
H -3.158 -1.522 1.303
H -2.008 -0.692 2.404
H -2.832 0.213 1.161
H -1.419 2.170 -0.340
H -2.795 2.349 -1.364
H -1.301 3.150 -1.818
H 1.158 1.375 -1.404
H 1.235 0.084 -2.632
H 1.003 1.832 -3.100
H -2.740 1.098 -4.061
H -2.086 -0.571 -4.096
H -1.152 0.845 -4.753
H -0.127 1.193 3.416
H 0.586 2.510 2.480
H 1.539 1.727 3.709
H 2.951 1.387 0.312
H 3.722 1.113 1.903
H 3.594 -0.175 0.624
H 2.177 -1.424 3.545
H 0.553 -1.623 3.037
H 1.822 -2.217 1.938
```

Results
E_HOMO ... -9.893 eV
Net charge ... 0
Total energy ... -1376.5260 hartree
Frontier orbital gap ... 10.67 eV

Here are the Löwdin charges for atoms 1 to 4, given in e: -0.231, -0.275, -0.034, -0.206

---

A 3-piece molecular cluster, C9H25BNO3S2 overall in a non-equilibrium geometry, computed with ωB97M-V with the def2-TZVPD basis set.

The geometry in XYZ format:
```
41
Properties=species:S:1:pos:R:3
C 3.705 -1.241 0.218
C 2.367 -1.174 0.362
N 1.475 -0.610 -0.668
C 1.077 0.858 -0.532
C 0.456 1.206 0.819
B 0.198 -1.496 -0.839
C -0.743 -1.784 0.347
O 0.029 -1.996 -2.090
H 4.340 -0.368 0.091
H 4.180 -2.212 0.315
H 1.881 -1.515 1.268
H 1.995 -0.692 -1.539
H 1.928 1.479 -0.796
H 0.326 1.041 -1.307
H 0.664 0.486 1.610
H -0.618 1.357 0.752
H 0.880 2.151 1.154
H -0.208 -1.987 1.274
H -1.305 -2.689 0.110
H -1.471 -0.985 0.497
H -0.384 -1.405 -2.736
C -2.991 -1.439 4.352
S -1.307 -1.613 4.946
O -0.414 -1.049 3.889
C -1.230 -3.399 4.794
H -3.227 -0.377 4.329
H -3.069 -1.859 3.349
H -3.669 -1.950 5.035
H -1.429 -3.686 3.761
H -1.963 -3.849 5.463
H -0.230 -3.714 5.082
C 0.428 2.488 -5.108
S 0.335 3.170 -3.453
O -0.595 2.300 -2.666
C -0.562 4.656 -3.888
H 0.927 1.523 -5.048
H -0.579 2.360 -5.506
H 1.008 3.160 -5.741
H -1.503 4.385 -4.366
H 0.052 5.257 -4.558
H -0.756 5.209 -2.972
```

Results
E_HOMO ... -11.345 eV
Net charge ... +1
Total energy ... -1459.3006 hartree
Frontier orbital gap ... 7.60 eV

Here are the Löwdin charges for atoms 1 to 4, given in e: 0.088, -0.103, 0.015, -0.138

---

C9H25BaIP2 as an isolated structure in a non-equilibrium geometry, computed with ωB97M-V with the def2-TZVPD basis set.

The geometry in XYZ format:
```
38
Properties=species:S:1:pos:R:3
C 1.017 3.346 -3.486
C 1.931 3.586 -2.305
H 1.350 2.563 -4.191
H 0.958 4.226 -4.093
H -0.009 3.121 -3.169
H 1.994 2.821 -1.447
H 2.962 3.604 -2.625
H 1.668 4.504 -1.769
Ba 0.074 -0.012 -1.588
C -1.412 1.952 -0.281
H -0.888 2.313 0.653
H -2.516 1.973 -0.096
H -1.154 2.660 -1.131
I 2.936 -1.243 -2.610
C 2.261 -0.002 1.182
P 0.884 -0.981 1.992
C 1.863 -2.058 3.134
C 0.542 -2.238 0.553
C -0.971 -2.449 0.252
P -2.077 -0.891 0.146
C -3.600 -1.760 -0.378
C -2.355 -0.569 1.895
H 2.999 -0.641 0.644
H 2.764 0.519 2.029
H 1.882 0.803 0.501
H 1.358 -1.928 4.102
H 1.817 -3.104 2.829
H 2.894 -1.705 3.196
H 1.232 -1.995 -0.327
H 1.007 -3.174 0.929
H -1.007 -2.960 -0.734
H -1.446 -3.094 1.043
H -4.083 -2.211 0.498
H -4.245 -0.987 -0.813
H -3.397 -2.517 -1.148
H -2.484 0.507 1.943
H -3.265 -1.107 2.171
H -1.483 -0.874 2.495
```

Results
E_HOMO ... -6.527 eV
Net charge ... 0
Total energy ... -1363.7303 hartree
Frontier orbital gap ... 6.18 eV

Here are the Löwdin charges for atoms 1 to 4, given in e: -0.180, -0.171, 0.073, 0.058

---

C9H25BaO7 as an isolated structure in a non-equilibrium geometry, computed with ωB97M-V with the def2-TZVPD basis set.

The geometry in XYZ format:
```
42
Properties=species:S:1:pos:R:3
Ba -16.634 19.221 20.632
O -16.979 18.363 13.486
C -15.846 18.920 13.888
O -15.482 18.789 15.058
O -15.163 19.638 13.097
H -17.168 18.584 12.571
C -8.865 16.678 12.372
C -8.715 17.828 11.383
O -9.522 18.904 11.922
H -9.937 16.481 12.374
H -8.480 17.025 13.331
H -8.309 15.828 11.977
H -9.140 17.591 10.407
H -7.638 17.995 11.371
H -10.427 18.815 11.613
C -18.986 19.924 5.821
C -19.355 18.752 6.740
O -19.659 19.301 7.938
H -18.173 20.554 6.182
H -19.724 20.707 5.649
H -18.687 19.598 4.825
H -18.452 18.181 6.957
H -20.220 18.156 6.447
H -20.405 19.905 7.911
C -20.617 23.274 15.424
C -20.896 22.692 16.871
O -20.326 21.418 16.906
H -19.564 23.238 15.146
H -20.847 24.336 15.507
H -21.210 22.876 14.600
H -21.951 22.551 17.106
H -20.413 23.305 17.633
H -20.048 21.167 16.022
C -19.400 13.089 16.661
C -19.210 13.284 18.127
O -19.276 14.733 18.424
H -20.461 13.295 16.522
H -19.180 12.054 16.401
H -18.791 13.567 15.894
H -18.243 12.870 18.412
H -20.039 12.868 18.700
H -20.177 14.933 18.688
```

Results
E_HOMO ... -8.884 eV
Net charge ... +1
Total energy ... -909.5894 hartree
Frontier orbital gap ... 2.17 eV

Here are the Löwdin charges for atoms 1 to 4, given in e: 1.601, 0.102, -0.852, 0.011

---

C9H25ClI2NOP2Rh as an isolated structure in a non-equilibrium geometry, computed with ωB97M-V with the def2-TZVPD basis set.

The geometry in XYZ format:
```
42
Properties=species:S:1:pos:R:3
I -0.089 -0.778 -2.830
I 0.223 3.521 -1.960
Rh 0.082 1.038 -1.086
P -2.217 1.139 -0.655
C -3.205 0.907 -2.135
C -2.903 0.099 0.680
H -3.997 0.189 0.692
H -3.672 2.919 0.152
H -2.506 0.451 1.639
H -2.073 2.828 0.978
H -2.919 -0.042 -2.605
H -2.619 -0.948 0.552
C -2.594 2.776 0.019
H -4.270 0.903 -1.867
H -2.179 3.558 -0.624
H -3.002 1.723 -2.838
P 2.408 1.103 -0.582
C 3.384 0.854 -2.098
C 2.836 2.725 0.101
H 2.713 0.342 1.649
H 4.207 0.114 0.687
H 2.818 -1.016 0.495
C 3.113 0.019 0.682
H 2.313 2.772 1.063
H 3.923 2.839 0.220
H 4.467 0.840 -1.863
H 3.156 1.686 -2.790
H 2.432 3.524 -0.530
H 3.057 -0.114 -2.524
Cl 0.124 1.230 1.283
C 0.177 -2.216 2.302
N -0.392 -2.937 1.170
C -1.065 -4.190 1.453
C 0.202 -2.770 -0.064
O 1.246 -2.143 -0.264
H -0.390 -2.501 3.205
H 0.095 -1.132 2.128
H 1.229 -2.472 2.458
H -1.379 -4.207 2.506
H -1.947 -4.303 0.809
H -0.419 -5.067 1.271
H -0.368 -3.267 -0.881
```

Results
E_HOMO (spin up / spin down) ... -15.102 / -14.976 eV
Multiplicity ... 5
⟨S²⟩ ... 6.0173
Net charge ... +2
Total energy ... -2336.1692 hartree
Frontier orbital gap (spin up / spin down) ... 7.14 / 4.26 eV

Here are the Löwdin charges for atoms 1 to 4, given in e: 0.800, 0.792, -0.147, 0.616